Run A
DFT (ωB97M-V/def2-TZVPD) results for an isolated molecule of C5H5ClO2.

Values from the calculation:
- Orbital gap: 10.0 eV
- SMILES: O=C/C(Cl)=C/[C@@H]1CO1
- E_LUMO: -0.12 eV

```
! wB97M-V def2-TZVPD RIJCOSX def2/J DEFGRID3
* xyz 0 1
O 3.054 -0.878 0.080
C 1.894 -1.185 0.049
C 0.755 -0.221 -0.023
Cl 1.196 1.452 -0.016
C -0.485 -0.630 -0.103
C -1.723 0.216 -0.097
C -2.868 -0.076 0.706
O -2.893 -0.431 -0.669
H 1.515 -2.268 -0.029
H -0.617 -1.722 -0.052
H -1.492 1.217 -0.447
H -3.522 0.789 0.860
H -2.943 -0.851 1.475
*
```


Run B
DFT (ωB97M-V/def2-TZVPD) results for an isolated molecule of C5H5ClO2.

Values from the calculation:
- Orbital gap: 9.3 eV
- SMILES: O[C@@H]1C=CO/C1=C/Cl
- E_LUMO: 0.63 eV

```
! wB97M-V def2-TZVPD RIJCOSX def2/J DEFGRID3
* xyz 0 1
O -0.111 1.675 -0.769
C 0.034 0.797 0.309
C 1.554 0.428 0.373
C 1.692 -0.820 -0.026
O 0.550 -1.506 -0.285
C -0.491 -0.587 -0.135
C -1.737 -1.025 -0.331
Cl -3.044 -0.057 0.120
H -0.935 2.244 -0.509
H -0.475 1.229 1.229
H 2.371 1.068 0.651
H 2.575 -1.391 -0.072
H -1.983 -2.056 -0.556
*
```


Top of the stability list: run B, leading by 6.0 kcal/mol.


Run A
DFT (ωB97M-V/def2-TZVPD) results for the ion C6H8N3S with charge +1.

Values from the calculation:
- Orbital gap: 8.7 eV
- E_LUMO: -5.40 eV

```
! wB97M-V def2-TZVPD RIJCOSX def2/J DEFGRID3
* xyz 1 1
C -0.025 0.864 1.595
C 1.975 0.584 0.608
C -0.449 -0.303 0.743
C -0.654 -2.317 -0.055
C -0.876 0.061 -0.667
C -1.056 1.467 -1.076
N 1.198 1.153 1.583
N -0.434 -1.471 1.070
N 1.446 0.187 -0.519
S -1.099 -1.325 -1.564
H -0.596 1.445 2.321
H 3.050 0.572 0.781
H 0.300 -2.883 -0.347
H -1.500 -2.939 0.315
H -1.011 2.168 -0.256
H -2.021 1.401 -1.594
H -0.237 1.699 -1.725
H 1.989 -0.364 -1.213
*
```


Run B
DFT (ωB97M-V/def2-TZVPD) results for the ion C6H8N3S with charge +1.

Values from the calculation:
- Orbital gap: 7.0 eV
- SMILES: [H]/N=C1/N=C/C=C\C=[NH+]\CS1
- E_LUMO: -6.12 eV

```
! wB97M-V def2-TZVPD RIJCOSX def2/J DEFGRID3
* xyz 1 1
H -4.106 -0.580 0.357
N -3.276 -1.085 0.234
C -2.114 -0.694 0.157
N -0.892 -1.129 0.466
C 0.035 -1.579 -0.299
C 1.464 -1.525 -0.150
C 2.194 -0.391 -0.386
C 1.647 0.947 -0.329
N 0.697 1.193 0.509
C -0.453 2.003 0.450
S -1.727 1.069 -0.726
H -0.225 -2.364 -0.972
H 2.097 -2.424 -0.331
H 3.232 -0.355 -0.325
H 2.171 1.706 -0.869
H 0.446 0.249 0.953
H -0.966 2.065 1.433
H -0.223 2.896 -0.172
*
```


Top of the stability list: run A, leading by 31.6 kcal/mol.


Run A
DFT (ωB97M-V/def2-TZVPD) results for the ion C7H9N2O with charge +1.

Values from the calculation:
- Orbital gap: 8.5 eV
- E_LUMO: -4.98 eV

```
! wB97M-V def2-TZVPD RIJCOSX def2/J DEFGRID3
* xyz 1 1
C -0.139 -1.165 3.037
C -0.936 -1.966 2.210
C 0.504 -0.046 2.462
C -0.907 -1.719 0.866
C 0.482 0.157 1.081
C -0.343 -0.464 -1.139
C 0.501 1.012 -2.793
N 0.145 2.293 -3.052
N -0.313 -0.640 0.335
O 0.172 0.623 -1.429
H 0.153 -1.240 4.150
H -1.406 -2.815 2.539
H 1.258 0.610 3.070
H -1.468 -2.392 0.166
H 0.958 0.984 0.526
H -0.789 2.679 -3.191
H -0.010 0.331 -3.464
H 1.456 0.671 -2.856
H 0.681 3.087 -2.516
*
```


Run B
DFT (ωB97M-V/def2-TZVPD) results for a cluster of 2 separate species, C7H9N2O in total.

Values from the calculation:
- Orbital gap: 9.5 eV
- E_LUMO: -3.85 eV

```
! wB97M-V def2-TZVPD RIJCOSX def2/J DEFGRID3
* xyz 1 1
C -0.040 2.093 -0.696
C 0.149 0.861 -1.166
C -0.277 2.333 0.713
C -0.520 1.329 1.567
C -0.064 -0.233 -0.184
C 1.569 -1.880 -3.558
C -0.407 -1.136 2.009
N -0.194 -0.022 1.165
N 0.020 -1.473 -0.595
O 2.037 -2.167 -4.543
H -0.030 3.006 -1.290
H 0.445 0.613 -2.197
H -0.515 3.343 1.143
H -0.800 1.499 2.619
H -0.064 -2.356 -0.100
H -0.687 -0.742 2.971
H -1.402 -1.761 1.680
H 0.446 -1.913 2.085
H 0.337 -1.395 -1.625
*
```


Top of the stability list: run B, leading by 58.0 kcal/mol.


Run A
DFT (ωB97M-V/def2-TZVPD) results for a cluster of 5 separate species, C2H14O4S2 in total.

Values from the calculation:
- Orbital gap: 9.1 eV
- SMILES: CSSC.O.O.O.O
- E_LUMO: 0.26 eV

```
! wB97M-V def2-TZVPD RIJCOSX def2/J DEFGRID3
* xyz 0 1
C -3.448 1.435 0.240
S -2.355 2.268 -0.896
S -1.280 1.010 -2.085
C 0.126 0.421 -1.182
H -4.330 2.086 0.236
H -3.751 0.453 -0.131
H -3.334 1.292 1.321
H 0.701 -0.237 -1.853
H 0.867 1.043 -0.721
H -0.187 -0.416 -0.547
O -2.090 -2.138 1.690
H -1.447 -2.766 2.035
H -1.619 -1.600 1.048
O 7.751 0.280 1.154
H 7.549 -0.085 2.020
H 6.900 0.236 0.678
O 5.492 -0.156 -0.419
H 4.878 -0.782 -0.089
H 5.928 -0.509 -1.198
O -2.252 -4.398 3.206
H -2.421 -4.474 4.144
H -3.032 -4.078 2.745
*
```


Run B
DFT (ωB97M-V/def2-TZVPD) results for a cluster of 5 separate species, C2H14O4S2 in total.

Values from the calculation:
- Orbital gap: 9.3 eV
- SMILES: CCSS.O.O.O.O
- E_LUMO: 0.16 eV

```
! wB97M-V def2-TZVPD RIJCOSX def2/J DEFGRID3
* xyz 0 1
C -0.835 -1.731 1.535
C 0.616 -1.501 1.113
S 1.424 -0.144 1.989
S 0.400 1.562 1.802
H -1.386 -0.888 1.191
H -0.944 -1.769 2.624
H -1.218 -2.615 1.050
H 0.682 -1.406 0.029
H 1.310 -2.284 1.395
H -0.627 1.421 2.665
O -2.772 1.594 -1.817
H -2.480 0.687 -1.980
H -2.023 2.154 -1.616
O -1.871 -1.281 -1.955
H -1.930 -1.776 -2.775
H -2.142 -1.804 -1.197
O 0.876 1.447 -2.514
H 0.049 1.773 -2.155
H 1.554 1.439 -1.833
O 1.479 -1.375 -2.306
H 0.544 -1.437 -2.078
H 1.525 -0.530 -2.780
*
```


Top of the stability list: run B, leading by 16.4 kcal/mol.


Run A
DFT (ωB97M-V/def2-TZVPD) results for the ion C2H3NO3 with charge +1.

Values from the calculation:
- Orbital gap (spin up / spin down): 10.5 / 5.8 eV
- E_LUMO (spin up / spin down): -6.27 / -10.85 eV

```
! wB97M-V def2-TZVPD RIJCOSX def2/J DEFGRID3
* xyz 1 2
O -0.781 1.270 -0.946
C 0.021 0.437 -1.325
N 0.559 -0.461 -0.353
C 0.077 -0.540 0.973
O -0.376 0.623 1.614
O 0.308 -1.452 1.642
H 0.343 0.310 -2.297
H 1.158 -1.222 -0.697
H -1.310 1.035 1.389
*
```


Run B
DFT (ωB97M-V/def2-TZVPD) results for the ion C2H3NO3 with charge +1.

Values from the calculation:
- Orbital gap (spin up / spin down): 11.2 / 5.5 eV
- E_LUMO (spin up / spin down): -5.55 / -11.14 eV

```
! wB97M-V def2-TZVPD RIJCOSX def2/J DEFGRID3
* xyz 1 2
O 0.225 1.491 1.171
C 0.954 0.907 0.468
N 0.528 -0.149 -0.323
C -0.699 -0.867 -0.501
O -1.824 -0.388 0.048
O -0.926 -1.791 -1.232
H 1.968 1.260 0.496
H 1.301 -0.827 -0.722
H -1.527 0.364 0.595
*
```


Top of the stability list: run A, leading by 2.5 kcal/mol.


Run A
DFT (ωB97M-V/def2-TZVPD) results for a cluster of 2 separate species, CH3N3 in total.

Values from the calculation:
- Orbital gap (spin up / spin down): 8.4 / 8.4 eV
- E_LUMO (spin up / spin down): -16.29 / -16.29 eV

```
! wB97M-V def2-TZVPD RIJCOSX def2/J DEFGRID3
* xyz 2 1
C -0.035 -0.043 -0.800
N 1.119 2.155 -3.340
N 0.837 1.437 -2.583
N 0.319 0.048 0.346
H -0.546 -0.520 -1.643
H 0.015 -0.657 1.095
H 0.937 0.766 0.803
*
```


Run B
DFT (ωB97M-V/def2-TZVPD) results for a cluster of 2 separate species, CH3N3 in total.

Values from the calculation:
- Orbital gap: 9.6 eV
- E_LUMO: -14.50 eV

```
! wB97M-V def2-TZVPD RIJCOSX def2/J DEFGRID3
* xyz 2 1
C 0.277 -0.475 -0.835
N 0.254 -1.556 -2.929
N 0.332 -0.990 -2.013
N 0.342 0.516 -0.121
H -0.155 -2.139 0.035
H -0.059 0.544 0.782
H 0.815 1.339 -0.464
*
```


Top of the stability list: run A, leading by 50.1 kcal/mol.


Run A
DFT (ωB97M-V/def2-TZVPD) results for an isolated molecule of C5H5IN2O.

Values from the calculation:
- Orbital gap: 9.1 eV
- SMILES: C/C(=C\I)c1nnco1
- E_LUMO: 0.08 eV

```
! wB97M-V def2-TZVPD RIJCOSX def2/J DEFGRID3
* xyz 0 1
C 0.616 1.791 0.256
C 0.692 0.288 0.076
C 1.771 -0.461 -0.134
I 3.700 0.236 -0.146
C -0.653 -0.243 -0.086
N -1.835 0.321 -0.096
N -2.685 -0.705 -0.228
C -2.028 -1.808 -0.209
O -0.675 -1.592 0.008
H 1.399 2.259 -0.398
H -0.451 2.030 0.079
H 0.847 2.249 1.309
H 1.700 -1.576 -0.311
H -2.398 -2.789 -0.121
*
```


Run B
DFT (ωB97M-V/def2-TZVPD) results for an isolated molecule of C5H5IN2O.

Values from the calculation:
- Orbital gap: 8.9 eV
- SMILES: NC(=O)n1cccc1I
- E_LUMO: 0.44 eV

```
! wB97M-V def2-TZVPD RIJCOSX def2/J DEFGRID3
* xyz 0 1
N -1.778 1.264 0.841
C -0.733 1.402 -0.004
O -0.326 2.451 -0.417
N 0.091 0.255 -0.124
C 0.697 -0.298 0.891
C 1.358 -1.445 0.569
C 1.270 -1.519 -0.892
C 0.370 -0.521 -1.217
I -0.556 -0.048 -3.095
H -2.117 0.313 1.081
H -2.518 1.982 0.878
H 0.546 0.440 1.679
H 2.008 -1.938 1.257
H 1.686 -2.339 -1.448
*
```


Top of the stability list: run B, leading by 27.4 kcal/mol.